1.
An isolated ion of composition C3H4NO3 and charge -1. Source: the Open Molecules 2025 dataset; level of theory: ωB97M-V/def2-TZVPD.

Output
- E_tot: -397.18097 a.u.
- Strongest force on any atom: 4.177 eV/A
- Energy above the lowest of the compared OMol25 structures with the same formula, charge and spin: 77.1 kcal/mol
- Gap between HOMO and LUMO: 7.79 eV

```
! wB97M-V def2-TZVPD RIJCOSX def2/J DEFGRID3
* xyz -1 1
O -2.06681 -0.74523 -1.78474
C -1.10633 0.01636 -1.53284
O -0.88942 1.20515 -1.76113
N -0.13019 -0.77517 -0.77984
C 0.89118 -0.05616 0.26468
C 0.52708 0.64895 1.50592
O 1.23043 -0.58113 1.49084
H -0.57916 -1.70553 -0.62615
H 1.71747 0.08237 -0.38254
H 1.00206 1.48763 1.94381
H -0.59631 0.42275 1.66199
*
```

2.
One molecule with the formula C3H4NO3. Source: the Open Molecules 2025 dataset; level of theory: ωB97M-V/def2-TZVPD.

Output
- E_tot: -397.09246 a.u.
- Strongest force on any atom: 2.774 eV/A
- Energy above the lowest of the compared OMol25 structures with the same formula, charge and spin: 31.9 kcal/mol
- Gap between HOMO and LUMO (spin up / spin down): 10.92 / 6.66 eV

```
! wB97M-V def2-TZVPD RIJCOSX def2/J DEFGRID3
* xyz 0 2
O -0.24475 0.04221 2.68851
C -0.29640 0.09731 1.49080
C 0.29667 -0.82096 0.45141
N 0.67663 0.03444 -0.68347
C -0.27443 0.46562 -1.69683
O 0.09855 1.32269 -2.46409
O -1.37444 -0.03147 -1.31478
H -0.85953 0.97006 1.07369
H 1.13437 -1.26680 0.96609
H -0.59564 -1.50164 0.02280
H 1.43898 0.68853 -0.53412
*
```